A structure of composition C8H22CrF3N2O6PdS at a distorted geometry, computed with the ωB97M-V functional and the def2-TZVPD basis.

Last column: Mulliken spin population.
CARTESIAN COORDINATES (ANGSTROEM)
Cr  1.7615  3.3556  -0.5591  3.9836
Pd  1.4650  -0.1056  -2.3041  1.5336
F  1.1057  1.3599  -0.7296  0.2079
F  2.7573  2.8301  1.2227  0.0115
F  0.0441  3.9796  0.2575  0.0167
S  2.4311  2.8736  -3.1325  -0.0008
O  2.9314  3.7304  -4.1381  0.0145
O  1.2557  3.4395  -2.4765  0.0005
O  2.1125  1.4625  -3.4679  0.1023
O  3.1172  2.8971  -1.8929  0.0170
C  -0.3955  0.0113  4.6365  0.0001
C  0.7105  0.0346  3.4764  0.0003
C  0.1277  -0.1386  2.0298  -0.0033
O  -1.0875  -0.9664  1.9942  0.0003
C  -0.7551  -2.3226  2.1321  -0.0008
N  1.4403  1.3057  3.5576  -0.0002
H  -0.8803  0.9864  4.5877  0.0000
H  0.1241  -0.3395  5.5282  0.0000
H  -1.1282  -0.7588  4.3954  0.0000
H  1.3837  -0.7968  3.6855  -0.0001
H  0.8826  -0.4732  1.3183  0.0037
H  -0.2383  0.8504  1.7539  -0.0001
H  -1.5880  -3.0240  2.1828  -0.0002
H  -0.1965  -2.5909  3.0288  0.0001
H  -0.3065  -2.7291  1.2257  0.0005
H  1.4016  1.5050  4.5470  -0.0001
H  0.9252  2.1074  3.2229  0.0002
C  -1.7862  -2.9734  -1.2497  -0.0016
C  -0.7974  -2.0437  -1.9384  0.0189
C  -1.4894  -0.7814  -2.4843  -0.0161
O  -0.5429  0.0974  -3.0991  0.0648
C  -1.0684  1.2996  -3.6232  -0.0079
N  0.2468  -1.5855  -0.9731  0.0535
H  -2.0949  -2.5770  -0.2824  0.0021
H  -1.2700  -3.8787  -0.9303  0.0009
H  -2.6822  -3.3287  -1.7588  -0.0013
H  -0.4151  -2.5332  -2.8341  -0.0005
H  -2.0052  -0.3408  -1.6311  -0.0011
H  -2.2900  -1.0766  -3.1624  0.0058
H  -1.8540  0.9811  -4.3084  0.0034
H  -0.3661  1.8476  -4.2512  0.0020
H  -1.5384  1.9922  -2.9249  0.0016
H  0.7253  -2.3437  -0.5080  0.0014
H  -0.1733  -1.2390  -0.1225  -0.0133

Orbital gap (spin up / spin down), eV: 3.85 / 5.44
E_LUMO (spin up / spin down), eV: 1.66 / 0.25
Expectation value of S²: 12.014
Net charge: -1
Strongest force on any atom, Eh/bohr: 0.169
Spin multiplicity: 7